78
Properties=species:S:1:pos:R:3:forces:R:3 method="wB97M-V/def2-TZVPD" homo_energy_ev=-9.24 molar_mass_g_mol=421.57 largest_force_ev_per_a=1.37 smiles=COC[C@H](C)N.COC[C@H](C)N.COC[C@H](C)N.CCO.O.O.O.O.O.O
C -3.23473 -3.82891 3.78508 0.155 -0.685 0.023
O -2.57419 -2.60516 3.91239 0.171 0.397 -0.459
C -1.47996 -2.62594 4.80012 -0.477 -0.040 0.421
C -0.94322 -1.22658 4.98457 0.103 1.265 -0.520
C -0.52042 -0.59677 3.64318 0.781 -0.572 0.307
N 0.15200 -1.28921 5.94747 0.500 -0.249 0.063
H -2.54832 -4.68529 3.82608 0.145 0.112 0.066
H -3.70640 -3.88677 2.80584 -0.218 0.235 0.036
H -3.97330 -3.97701 4.57724 -0.124 0.060 0.001
H -1.81408 -3.02157 5.76709 0.162 0.000 0.076
H -0.68068 -3.28105 4.42402 0.003 -0.022 -0.100
H -1.69667 -0.54683 5.39345 -0.278 -0.444 0.256
H -1.28849 -0.64469 2.87355 0.033 -0.174 -0.025
H 0.39386 -1.14228 3.37586 -0.226 -0.014 -0.619
H -0.17632 0.43619 3.72843 -0.237 0.065 0.292
H 0.83814 -1.97734 5.63831 -0.187 -0.079 0.021
H 0.69384 -0.43014 5.94489 -0.311 0.151 0.046
C -0.28426 -4.47793 -0.33023 0.453 -0.569 -0.553
O -1.03376 -3.53606 -1.05480 0.104 0.125 0.158
C -1.25199 -2.36209 -0.30568 -0.388 0.294 -0.716
C -2.11902 -1.41983 -1.14069 -0.285 -0.010 0.249
C -1.45858 -0.89191 -2.38041 0.631 0.259 -1.025
N -2.49713 -0.29129 -0.25744 -0.733 -0.272 -0.184
H -0.18084 -5.36072 -0.96415 -0.288 -0.053 0.086
H -0.76521 -4.75518 0.60951 -0.012 0.047 0.113
H 0.75164 -4.16283 -0.15695 -0.164 0.344 0.281
H -1.80257 -2.59740 0.61142 0.165 0.002 0.233
H -0.31062 -1.85425 -0.07327 0.108 -0.075 0.218
H -3.00847 -1.97393 -1.46506 0.046 -0.114 0.126
H -1.00188 -1.67842 -2.98754 -0.049 -0.168 0.282
H -0.67055 -0.15845 -2.17982 -0.019 -0.060 0.296
H -2.15684 -0.39784 -3.06361 -0.196 0.028 0.281
H -3.20621 -0.64955 0.38319 0.321 0.132 0.264
H -3.02966 0.38499 -0.80552 0.316 0.119 -0.032
C 2.90617 -2.12794 -0.58421 -0.111 -0.263 0.537
O 3.47971 -1.15776 -1.42628 -0.274 -0.005 -0.346
C 2.48825 -0.36384 -2.02380 -0.337 0.158 -0.105
C 3.13912 0.58642 -3.01464 -0.044 0.357 0.293
C 4.02383 1.57307 -2.25887 0.603 -0.273 -0.433
N 2.10309 1.35086 -3.76807 0.223 -0.639 0.440
H 2.29371 -1.68313 0.21142 0.237 0.167 -0.073
H 3.73152 -2.66639 -0.12001 -0.092 -0.049 -0.020
H 2.25506 -2.83414 -1.11899 0.224 0.072 -0.281
H 1.73014 -0.97444 -2.53816 0.109 -0.227 -0.062
H 1.94399 0.19545 -1.25002 0.056 0.083 0.039
H 3.73496 -0.00810 -3.71255 0.149 -0.046 0.110
H 4.84420 1.03371 -1.78392 -0.160 -0.044 0.173
H 3.46186 2.10690 -1.49415 -0.079 0.011 0.004
H 4.50898 2.28248 -2.93524 -0.226 0.109 -0.024
H 1.46868 0.68990 -4.21309 0.063 0.067 -0.070
H 2.61134 1.80674 -4.51859 -0.322 0.283 -0.025
C -1.00897 3.74750 -4.71214 -0.946 0.031 -0.870
C -2.11008 3.01554 -3.93650 0.898 0.192 0.006
O -2.00039 3.25433 -2.54456 -0.017 -0.430 0.091
H -1.11295 4.82710 -4.60427 0.303 -0.005 0.393
H -1.16415 3.58274 -5.78772 0.075 -0.172 0.095
H -0.01216 3.38503 -4.47746 0.085 0.124 0.275
H -2.02782 1.94878 -4.18332 -0.167 -0.083 0.173
H -3.09779 3.35490 -4.23920 -0.031 0.059 -0.040
H -1.14952 2.88849 -2.23334 -0.275 0.301 -0.133
O 0.03505 4.49310 1.13303 0.264 -0.378 -0.185
H -0.58199 3.85506 0.73838 -0.169 0.188 0.218
H -0.04004 4.33783 2.08029 -0.130 0.146 -0.013
O 2.44775 0.18324 1.87039 0.047 -0.020 0.011
H 2.70225 1.11063 1.70854 -0.237 -0.299 0.058
H 1.52272 0.13960 1.57837 0.200 0.261 -0.019
O 2.57498 2.98928 1.40494 -0.154 0.076 -0.082
H 1.65036 3.28833 1.31886 0.283 0.083 -0.112
H 3.04556 3.42288 0.68624 -0.016 0.037 0.091
O -0.01922 0.85093 0.56490 -0.481 -0.088 -0.078
H 0.20313 1.40001 -0.20840 0.065 0.051 0.178
H -0.87236 0.41181 0.32615 0.244 0.034 -0.018
O -2.25023 2.58686 1.69162 0.099 -0.020 -0.093
H -1.73928 1.81653 1.39573 0.072 0.139 0.116
H -1.88207 2.80753 2.55339 -0.122 -0.152 0.031
O 0.58976 2.56485 -1.61106 0.203 -0.295 -0.163
H 1.07063 2.05243 -2.30811 -0.001 0.448 -0.078
H 1.08708 3.38692 -1.52213 -0.118 -0.025 0.030